# C3H9N3O

A molecular structure, C3H9N3O (wB97M-V/def2-TZVPD, the Open Molecules 2025 dataset).

Properties
- Energy above the lowest of the compared OMol25 structures with the same formula, charge and spin: 123.9 kcal per mole
- Orbital gap: 8.196 eV
- Energy: -359.04705 Ha

Each line ends with the Löwdin charge.
Element x y z (Å)
N (0.71445, 0.22444, 0.28371)  -0.1390
C (-0.17532, -1.39953, 0.22980)  -0.5454
N (1.76334, 0.20442, -0.67314)  0.0570
N (-0.39395, -1.79238, 1.54761)  0.0997
O (0.18584, -2.14869, -0.65595)  0.0061
H (1.08158, 0.34806, 1.22784)  0.1422
H (1.70832, 1.06901, -1.20765)  0.0676
H (1.56111, -0.58189, -1.29531)  0.0765
H (-0.48694, -2.79462, 1.65014)  0.0989
H (-1.02818, -1.22340, 2.09128)  0.0861
C (-0.55451, 0.97325, -0.00132)  -0.2872
C (-0.62520, 1.88826, -1.02895)  -0.0082
H (-1.42235, 2.61922, -1.01109)  0.0427
H (-0.17503, 1.69742, -1.99525)  0.0440
H (-0.99077, 1.28184, 0.94812)  0.1129
H (-1.16237, -0.36541, -0.10984)  0.1460